Record 1
{
  "formula": "C17H30AlBr2Cl3CsF7IKMgO5P",
  "method": "the ωB97M-V functional and the def2-TZVPD basis",
  "elements": ["C", "C", "F", "P", "Br", "O", "C", "C", "I", "C", "F", "F", "C", "F", "F", "O", "H", "H", "H", "H", "H", "H", "H", "H", "H", "Cs", "F", "C", "C", "C", "C", "C", "C", "H", "H", "H", "H", "H", "H", "H", "H", "H", "H", "H", "H", "H", "H", "Mg", "C", "C", "C", "O", "C", "O", "O", "H", "H", "H", "H", "H", "H", "Br", "K", "C", "Cl", "Cl", "Cl", "H", "F", "Al"],
  "coordinates": [[0.136191, 0.110180, -2.279146], [-0.069812, 1.519657, -3.138002], [-1.529445, 1.868392, -3.061451], [0.960463, 2.891475, -2.222672], [-0.569638, 4.302423, -3.128776], [1.944971, 3.362242, -3.585475], [2.564761, 4.708111, -3.349295], [2.478779, 5.090243, -1.758221], [4.526559, 4.579832, -1.031557], [2.369120, 6.653718, -1.280924], [3.526394, 7.087192, -0.445060], [2.439547, 7.496085, -2.530583], [0.964185, 7.061973, -0.541613], [-0.156430, 7.190184, -1.545665], [0.608385, 6.236823, 0.635550], [1.682995, 4.047427, -1.093107], [0.820926, -0.648761, -2.874447], [0.615419, 0.341009, -1.225098], [-0.871907, -0.456672, -2.067687], [0.241720, 1.405461, -4.271692], [1.994902, 1.914117, -1.896131], [0.120725, 2.556255, -1.100974], [2.423117, 5.530268, -4.169559], [3.717682, 4.420940, -3.460127], [1.117528, 8.172235, -0.130036], [0.794751, 1.988512, -6.032467], [-1.136185, 5.495459, 0.468757], [-0.033485, -1.952408, 1.807477], [0.120488, -3.296585, 1.113722], [-0.571483, -3.354864, -0.251228], [-2.092437, -3.170533, -0.224741], [-2.856775, -4.168722, 0.649232], [-2.709989, -5.608730, 0.182629], [-1.081165, -1.727541, 2.024753], [0.508664, -1.955763, 2.759084], [0.372623, -1.145928, 1.189025], [-0.251474, -4.093171, 1.766762], [1.189995, -3.493623, 0.969372], [-0.327870, -4.311980, -0.727262], [-0.140936, -2.580681, -0.899303], [-2.466703, -3.240524, -1.254174], [-2.330986, -2.154245, 0.114047], [-3.921468, -3.904068, 0.627746], [-2.541795, -4.086561, 1.694118], [-3.060576, -5.721993, -0.848255], [-3.304991, -6.272670, 0.817524], [-1.670733, -5.945964, 0.233340], [3.153599, 0.410628, -1.475559], [0.109416, -1.388010, 8.402942], [0.619400, -1.661374, 7.001538], [-0.032403, -0.828620, 5.941958], [0.132394, -1.631391, 4.783943], [0.186223, -2.924228, 5.220700], [0.143906, -3.903566, 4.497187], [0.288617, -2.979109, 6.585716], [0.384188, -2.204321, 9.079159], [0.521707, -0.452260, 8.791441], [-0.983261, -1.317146, 8.422651], [1.712359, -1.571316, 6.977496], [0.456806, 0.142198, 5.811092], [-1.104556, -0.669426, 6.102583], [2.873923, -2.274390, 0.738267], [-3.946178, -4.779761, 2.796226], [-1.537978, -2.336937, -9.559647], [-0.268502, -2.415470, -8.325987], [-2.236363, -0.710076, -9.630720], [-0.896998, -2.808553, -11.142787], [-2.328918, -3.039572, -9.285117], [0.619192, 6.671595, -3.294396], [-2.411180, -0.067120, 6.932905]],
  "forces_ev_per_a": [[-0.1435, -0.0071, -0.5516], [-0.3864, -2.2586, 0.1899], [3.0982, -1.1646, -0.2286], [-1.0596, 1.5336, 0.3762], [-0.8085, 2.8039, -0.0077], [0.0267, 1.2843, 1.8041], [3.6441, -0.3984, -0.8229], [0.9729, -1.4001, 0.3115], [0.0828, -0.7329, 0.0868], [-0.2254, 1.2110, -1.5895], [-4.0350, -1.0432, -2.3912], [0.9513, -1.9959, 4.3901], [-1.3576, 2.7332, 0.2174], [2.7331, -0.3843, 5.7705], [2.4317, 2.2173, -3.4924], [0.3146, 1.7638, -2.9240], [-1.2427, 1.4193, 1.1203], [-1.0173, -0.3930, -1.7812], [1.9689, 1.2949, -0.5374], [-2.0139, -0.7782, 5.2745], [0.9529, -1.1569, 0.3391], [0.5274, 0.0975, -0.1604], [-0.8449, -1.6384, 1.9381], [-2.5948, 0.8507, -0.0466], [-0.4518, -2.6274, -0.8656], [0.8960, 1.2852, -3.7215], [-1.3980, -0.8427, -0.4455], [0.0840, -0.1118, 0.2197], [-0.5625, -0.2734, -0.0728], [0.1358, -0.3127, 0.1339], [-0.0161, 0.3184, -0.0354], [0.6538, 0.5060, -1.0742], [0.1199, -0.1363, 0.1088], [-0.1195, 0.0566, 0.0332], [-0.1203, 0.0869, -0.6696], [-0.1430, -0.0816, 0.0822], [-0.0470, -0.0237, 0.0122], [-0.9619, -0.3685, 0.1357], [-0.0289, 0.1182, -0.0091], [-0.0313, -0.0618, 0.0646], [-0.0641, -0.0517, 0.1822], [0.0111, -0.1037, -0.0363], [-0.0005, 0.2284, -0.2563], [1.3831, 0.7457, -1.3046], [0.0076, -0.0087, 0.2369], [0.0327, -0.3380, -0.2523], [-0.1712, 0.0404, 0.0049], [-0.4284, -0.6012, 1.4494], [0.3421, -0.0757, 0.0012], [0.0074, 0.1590, 1.5250], [2.4684, 0.0558, -1.0939], [-0.5905, 0.2393, 0.8408], [0.1146, -3.3620, -1.1529], [-0.1584, 2.6301, 1.6840], [-0.2602, 0.1390, -1.3145], [-0.0560, 0.2095, -0.0920], [-0.0208, -0.1172, -0.0103], [-0.1981, -0.1745, 0.1475], [-0.1571, 0.2072, -0.1460], [-0.2913, -0.0185, -0.1391], [1.0728, -0.8480, -0.9071], [1.7634, 2.3690, -1.7827], [-1.8402, -1.2274, 2.2395], [-0.1690, -0.1313, -0.5175], [0.0232, -0.0154, 0.1096], [0.0427, -0.1437, 0.0811], [-0.1546, 0.0989, 0.4355], [0.2883, 0.2498, -0.0502], [-0.6117, -2.7229, -2.4902], [-2.3697, 1.1788, 1.4266]],
  "mulliken_charge": [-0.505, 0.568, -0.342, 1.419, 0.085, -0.402, -0.467, -0.522, 0.072, 1.045, -0.288, -0.250, 0.131, -0.176, -0.182, -0.450, 0.308, -0.161, 0.253, -0.244, -0.845, 0.287, 0.232, 0.350, 0.288, 1.112, -0.327, -1.047, -0.145, -0.350, -0.488, -0.993, -1.206, 0.381, 0.421, 0.214, 0.118, 0.230, 0.437, -0.196, 0.444, 0.319, 0.538, 0.350, 0.326, 0.485, 0.296, 0.902, -1.335, 0.412, -0.440, -0.313, 0.587, -0.485, -0.333, 0.367, 0.404, 0.225, 0.381, 0.606, 0.290, -0.548, 1.021, 0.035, -0.137, -0.115, -0.083, 0.308, -0.384, 0.515],
  "charge": 3,
  "homo_lumo_gap_ev": 3.51
}

Record 2
{
  "formula": "C17H30AsIrN8OPS",
  "method": "the ωB97M-V functional and the def2-TZVPD basis",
  "elements": ["Ir", "C", "N", "C", "C", "N", "C", "P", "C", "N", "C", "C", "N", "C", "C", "N", "C", "C", "N", "C", "H", "H", "H", "H", "H", "H", "H", "H", "H", "H", "H", "H", "H", "H", "H", "C", "As", "C", "C", "S", "H", "H", "H", "H", "H", "H", "H", "H", "H", "C", "N", "C", "N", "O", "H", "H", "H", "H", "H", "H"],
  "coordinates": [[0.291395, -0.334627, -0.171890], [-2.552105, -0.789827, 4.786310], [-1.416705, -0.756127, 3.906210], [-0.127405, -0.844527, 4.276010], [0.627695, -0.768827, 3.117710], [-0.205605, -0.630527, 2.065210], [-1.453805, -0.629327, 2.557510], [-3.032005, -0.611327, 1.614610], [-2.648405, 0.797173, 0.496510], [-1.522105, 1.020373, -0.201390], [-1.738405, 2.122973, -0.950690], [-3.012105, 2.587873, -0.698390], [-3.562905, 1.747873, 0.200810], [-4.889605, 1.842673, 0.750010], [-2.505805, -1.927027, 0.442610], [-1.337405, -2.021227, -0.212790], [-1.373905, -3.180127, -0.897290], [-2.594505, -3.805227, -0.662590], [-3.284005, -3.009227, 0.168410], [-4.615505, -3.237127, 0.663110], [-2.207105, -0.799727, 5.819210], [-3.185905, 0.086273, 4.637410], [-3.151205, -1.685127, 4.609710], [0.188895, -0.954827, 5.295610], [1.693695, -0.823527, 3.012310], [-1.002405, 2.515073, -1.625590], [-3.522505, 3.443573, -1.095990], [-5.364005, 2.763273, 0.413410], [-5.507505, 1.003673, 0.424210], [-4.855005, 1.849373, 1.840610], [-0.559505, -3.527027, -1.505190], [-2.964805, -4.740527, -1.040690], [-5.014905, -4.157227, 0.238010], [-4.618805, -3.330627, 1.751010], [-5.276405, -2.414827, 0.382310], [2.242395, 0.171573, -5.537890], [2.479695, 0.157273, -3.614290], [3.952095, -1.063627, -3.205390], [2.880795, 2.002373, -3.081290], [0.659795, -0.683727, -2.714490], [3.142195, 0.613573, -5.977790], [1.380895, 0.783573, -5.811890], [2.119295, -0.840627, -5.927490], [4.893495, -0.560627, -3.436790], [3.856595, -1.939827, -3.853090], [3.944895, -1.392127, -2.166690], [3.942495, 2.178073, -3.273190], [2.654795, 2.204273, -2.035990], [2.301895, 2.673973, -3.721190], [5.555895, 1.832373, 1.046810], [4.503495, 1.127873, 0.373710], [3.176295, 1.304873, 0.544910], [2.759095, 2.277773, 1.351010], [2.386295, 0.554673, -0.097290], [6.522095, 1.486473, 0.682610], [5.518595, 1.662673, 2.130210], [5.485995, 2.912173, 0.882010], [4.765995, 0.365773, -0.237290], [3.400695, 2.928173, 1.781910], [1.774895, 2.441373, 1.492510]],
  "forces_ev_per_a": [[0.1536, 0.5284, -0.5956], [-1.0200, -0.0689, 0.7315], [0.4176, -0.0369, -0.7914], [0.7514, 0.0125, -0.3154], [-0.1025, -0.0318, 0.5370], [0.1064, 0.1295, -0.6883], [-0.6455, -0.1530, -0.3677], [0.8804, 0.9372, 0.1526], [-0.1152, -0.5944, 0.2361], [0.2540, -0.6678, 0.1833], [-0.3631, 0.3404, -0.0957], [0.5964, 0.1441, -0.3325], [0.7460, -0.3117, -0.1766], [-1.1429, 0.0502, 0.4695], [0.0351, 0.4562, 0.3349], [0.6143, -0.7043, -0.8124], [1.4009, 1.5680, 0.2931], [-1.5905, -0.4249, 0.5810], [0.5975, -0.7592, -0.7817], [-1.3948, -0.2842, 0.5309], [-0.0271, 0.0060, -0.1023], [0.1500, -0.0215, 0.0530], [0.1166, 0.0193, 0.0631], [-0.0316, 0.0139, 0.2047], [0.1687, 0.0366, 0.0130], [0.0788, 0.1295, -0.0582], [-0.1630, 0.1406, -0.0153], [0.1101, -0.0542, 0.0116], [0.0760, 0.0866, -0.0516], [0.0328, 0.0853, -0.1060], [0.1402, -0.1045, -0.1566], [-0.1833, -0.2242, -0.0672], [0.1067, 0.0548, -0.0069], [0.1174, -0.0172, -0.1037], [0.1265, -0.0527, -0.0549], [-0.1421, -0.0428, 0.0255], [1.3061, 0.5307, -0.4709], [-0.2530, -0.1251, -0.0472], [-0.2692, -0.1486, -0.0888], [-0.4536, 0.1294, 1.3302], [-0.0087, -0.0141, 0.1834], [0.0512, -0.0475, 0.1163], [-0.0091, 0.0448, 0.1745], [-0.1349, 0.1246, -0.0302], [-0.0706, 0.1542, 0.0357], [-0.1163, 0.1714, -0.0230], [-0.0561, -0.1785, -0.0259], [-0.0006, -0.2313, -0.0789], [0.0133, -0.1740, 0.0302], [0.4719, 0.7465, 0.8916], [-1.2754, -0.5513, -0.5640], [1.8123, 0.3234, 0.3389], [-0.1970, 0.2283, 0.2220], [-1.6047, -1.0028, -0.5288], [-0.1451, 0.0551, -0.0015], [0.0661, -0.0755, -0.1719], [0.1039, -0.0976, -0.1437], [-0.1912, 0.1057, 0.1882], [-0.0059, -0.1129, 0.0085], [0.1105, -0.0401, -0.0856]],
  "lowdin_spin": [2.685, 0.001, 0.011, 0.034, 0.027, 0.085, 0.025, -0.002, 0.022, 0.121, 0.022, 0.025, 0.008, 0.001, 0.245, 0.111, 0.263, 0.281, 0.050, 0.001, 0.000, 0.000, 0.000, 0.002, 0.001, 0.002, 0.001, 0.000, 0.000, 0.000, 0.009, 0.009, 0.000, 0.000, 0.000, 0.009, 0.058, 0.028, 0.006, 0.695, 0.001, 0.000, 0.000, 0.003, 0.000, 0.000, 0.000, 0.000, 0.000, 0.003, 0.013, 0.011, 0.003, 0.127, 0.000, 0.001, 0.000, 0.000, 0.000, 0.000],
  "charge": 4,
  "homo_lumo_gap_ev": [8.39, 4.42],
  "s2": 8.775,
  "multiplicity": 6,
  "relative_energy_ev": 0.4705
}